Record 1
21
Properties=species:S:1:pos:R:3 method="wB97M-V/def2-TZVPD" orbital_gap_ev=8.5 total_charge=+1
C 0.68848 -1.58575 -1.28560
C 1.12145 -0.67566 -0.52415
C 2.28540 0.83597 1.17317
C -1.80850 0.44573 -1.15584
C 2.01386 0.42169 -0.28414
C -2.09519 -0.25512 0.17088
N -2.20337 0.39026 1.30370
N 0.03415 -1.50506 0.01190
H 0.61284 -2.28635 -2.17519
H 1.38540 1.58605 1.40486
H 3.23482 1.47347 1.22964
H 2.29112 -0.03246 1.86978
H -1.04032 -0.13254 -1.75206
H -1.48774 1.45831 -0.90549
H -2.75521 0.73000 -1.74707
H 2.82469 -0.03609 -0.91693
H 1.57777 1.25886 -0.76755
H -2.62645 -1.16059 0.11273
H -2.60226 0.08346 2.24477
H -1.67822 1.32900 1.41491
H 0.22728 -2.34320 0.57769

***

Record 2
10
Properties=species:S:1:pos:R:3 method="wB97M-V/def2-TZVPD" orbital_gap_ev=8.4 total_charge=0
C 1.97493 0.09245 -1.02549
C 1.15658 -0.20026 -0.20272
C 0.19889 -0.49744 0.83596
O -1.46007 1.56969 0.43103
S -2.92021 -0.80145 -0.26461
S -1.29460 0.19978 -0.01162
H 2.43768 0.51024 -1.86023
H 0.49596 0.56435 2.25319
H -0.00863 -1.55273 1.10170
H -0.58053 0.11537 -1.25720

***

Record 3
14
Properties=species:S:1:pos:R:3 method="wB97M-V/def2-TZVPD" spin_multiplicity=3 orbital_gap_ev="8.5 / 7.9" total_charge=+1
C 0.58270 1.33102 -0.00533
C 0.82669 -1.01292 0.05142
C 2.68751 0.38687 -0.29941
C -2.21517 -0.84546 -0.20230
N -0.68801 1.02769 -0.11773
N -0.97419 -0.19314 -0.06166
N 1.42957 0.23725 0.03755
O 1.14224 -2.10914 0.03595
H 0.74268 2.38815 -0.19770
H 3.25473 -0.43918 -0.33876
H 3.14098 1.31040 -0.47373
H -2.31376 -1.63480 -0.95696
H -2.33984 -1.36463 0.66942
H -2.90977 -0.12846 -0.24144

***

Record 4
19
Properties=species:S:1:pos:R:3 method="wB97M-V/def2-TZVPD" orbital_gap_ev=7.9 total_charge=-1
Ag -0.38415 1.46613 1.38843
Cl -0.98225 -0.24217 4.09203
C -0.32965 1.38203 3.56063
H 0.65845 1.38603 4.03593
H -0.93725 2.07283 4.15313
C 0.05325 -0.11737 -2.64987
C 0.02285 -0.01117 -1.09987
C 1.42765 -0.39607 -0.56697
C -0.98085 -1.06337 -0.56437
O -0.32475 1.24963 -0.72437
H 0.33125 -1.11837 -2.98557
H 0.77195 0.59863 -3.04467
H -0.93095 0.12583 -3.04557
H 1.72175 -1.39667 -0.88507
H 1.40525 -0.35377 0.52753
H 2.16045 0.32733 -0.92097
H -0.71665 -2.07317 -0.87887
H -1.98075 -0.82287 -0.92057
H -0.98565 -1.01337 0.52903

***

Record 5
84
Properties=species:S:1:pos:R:3 method="wB97M-V/def2-TZVPD" orbital_gap_ev=6.7 total_charge=+1
Al -1.13137 -1.08361 0.35758
Cl -3.34973 -7.23766 -1.31434
C -2.33043 -5.87179 -1.04309
C -2.88950 -4.73193 -0.47247
C -2.08977 -3.62682 -0.24839
N -2.50535 -2.37389 0.23203
C -3.76401 -2.03652 0.55521
O -4.73249 -2.72616 0.79790
C -3.90354 -0.52556 0.44546
C -5.12431 0.08980 0.58865
C -5.25134 1.41340 0.18772
C -4.16114 2.05087 -0.37790
C -2.95572 1.37814 -0.45072
N -2.80787 0.12530 -0.01085
C -0.72416 -3.65367 -0.58848
C -0.17830 -4.79268 -1.14144
C -0.98604 -5.90231 -1.37617
Cl -0.26197 -7.30350 -2.08099
N -0.00526 -2.47475 -0.20899
C 1.05613 -2.70140 0.63047
O 1.93325 -3.52190 0.49923
C 0.89463 -1.98424 1.96814
C 1.78415 -2.18071 3.00420
C 1.41004 -1.79284 4.28025
C 0.16103 -1.21819 4.48157
C -0.65470 -0.99903 3.39023
N -0.28874 -1.36751 2.15627
H -3.93324 -4.71955 -0.19931
H -5.95287 -0.49662 0.95983
H -6.19917 1.92655 0.28018
H -4.22988 3.06041 -0.75611
H -2.08859 1.84307 -0.89734
H 0.87603 -4.86389 -1.36116
H 2.72037 -2.67673 2.79084
H 2.07314 -1.96172 5.11811
H -0.17978 -0.94194 5.46904
H -1.63004 -0.53979 3.49151
C 3.56695 0.35517 -3.74467
N 3.10622 -0.97447 -3.38861
C 2.92519 -2.01758 -4.28646
C 2.52315 -3.08976 -3.57936
N 2.46239 -2.68415 -2.26099
C 2.81730 -1.38815 -2.13080
S 2.89851 -0.49753 -0.69420
H 2.96209 0.74587 -4.56038
H 4.61412 0.32416 -4.04271
H 3.45843 0.99140 -2.86959
H 3.11313 -1.90146 -5.33825
H 2.28247 -4.08971 -3.88970
H 2.25357 -3.25800 -1.45666
C -2.51443 4.60131 2.45371
C -2.14285 4.77721 1.12926
C -1.34349 3.83679 0.49327
C -0.89344 2.71265 1.17835
C -1.27594 2.54326 2.50738
C -2.07990 3.47863 3.14276
As 0.23272 1.31594 0.37081
C 1.86590 1.70593 1.35214
C 2.96336 2.30749 0.74795
C 4.08872 2.60730 1.50094
C 4.13625 2.29338 2.85139
C 3.05039 1.67495 3.45142
C 1.91957 1.38374 2.70299
C 0.48771 1.93978 -1.44043
C 0.19240 1.04806 -2.46929
C 0.33312 1.42975 -3.79352
C 0.78672 2.70720 -4.09793
C 1.09310 3.59777 -3.07878
C 0.93968 3.21928 -1.75077
H -3.13618 5.33567 2.94761
H -2.47805 5.64948 0.58321
H -1.07976 3.99363 -0.54469
H -0.94650 1.67844 3.06782
H -2.35957 3.33372 4.17809
H 2.96258 2.51814 -0.31175
H 4.93837 3.07659 1.02334
H 5.01937 2.52419 3.43163
H 3.08070 1.41715 4.50242
H 1.08392 0.90508 3.19172
H -0.12863 0.03512 -2.24041
H 0.09818 0.72988 -4.58523
H 0.90123 3.00860 -5.13102
H 1.44690 4.59252 -3.31509
H 1.17482 3.92495 -0.96358

***

Record 6
9
Properties=species:S:1:pos:R:3 method="wB97M-V/def2-TZVPD" orbital_gap_ev=8.4 total_charge=+1
O 3.83231 1.48496 -1.53951
C 3.36207 0.46134 -1.83501
O 2.89022 -0.51908 -2.20593
Na 4.87245 3.70491 -1.03605
F 1.27796 -3.63542 -0.91738
O 2.30903 -5.50227 -1.03098
C 1.59269 -4.65006 -1.71698
O 1.21584 -4.71059 -2.84308
H 2.04296 -6.41036 -1.23587

***

Record 7
168
Properties=species:S:1:pos:R:3 method="wB97M-V/def2-TZVPD" orbital_gap_ev=7.7 total_charge=-1
O 3.29484 1.25210 2.02933
C 2.29227 0.78897 1.55906
O 1.14486 1.45849 1.38575
B 0.20610 0.63173 0.60683
O 0.90315 -0.63283 0.43437
C 2.13964 -0.55156 0.85451
O 3.00557 -1.38217 0.61585
O -0.11452 1.13472 -0.75008
C -1.42149 1.10931 -0.99893
O -1.99451 1.47547 -2.03407
C -2.13231 0.79927 0.35310
O -1.14546 0.52304 1.24573
O -3.33592 0.93067 0.53701
Br 3.83395 0.50703 -2.49075
C 2.78802 -1.08337 -3.02094
C 3.15767 -1.72147 -4.38773
Br 3.43116 -0.28337 -5.79171
H 1.74882 -0.75980 -3.07988
H 2.70113 -1.75429 -2.16630
H 2.39096 -2.31902 -4.88088
H 4.17155 -2.11612 -4.32152
Br -5.45659 4.54064 2.44047
C -6.97040 3.31845 2.36369
C -6.53194 2.02568 1.73253
Br -8.15361 1.03727 1.10261
H -7.73902 3.83042 1.78472
H -7.26842 3.18333 3.40341
H -6.00112 1.42219 2.46882
H -5.98129 2.13677 0.79842
Br -4.24745 -1.72188 -3.11844
C -5.21719 -0.31213 -1.97788
C -6.45678 0.08178 -2.84381
Br -7.03185 1.89088 -2.38391
H -4.46776 0.46380 -1.82173
H -5.57138 -0.63760 -0.99976
H -7.35220 -0.53491 -2.76623
H -6.10097 0.13213 -3.87286
Br -1.49297 4.48816 0.77231
C -2.26447 4.95816 -0.94694
C -3.81434 4.65858 -0.96181
Br -4.40906 5.09238 -2.87933
H -1.71718 4.41004 -1.71384
H -2.08904 6.00690 -1.18664
H -4.35397 5.26564 -0.23492
H -4.08526 3.63040 -0.72191
O -1.14628 -0.71771 5.89188
S -1.30237 -2.09321 5.29376
O -0.15550 -3.02598 5.31365
O -2.71524 -2.75401 5.92634
C -2.99111 -4.09141 5.54018
C -4.48739 -4.48994 5.85913
C -1.81769 -1.82032 3.53169
H -2.28395 -4.77592 6.00867
H -2.87646 -4.18749 4.46049
H -4.66154 -5.53336 6.12191
H -5.16329 -4.08102 5.10810
H -4.84364 -4.05235 6.79172
H -1.05894 -1.24797 2.99801
H -2.79469 -1.35482 3.66169
H -1.85895 -2.82548 3.11210
O -2.40781 -5.97025 0.01740
S -3.03066 -4.81385 0.67812
O -3.33088 -5.01393 2.12094
O -2.07343 -3.49137 0.44991
C -1.49461 -3.13952 -0.84124
C -0.00744 -3.53828 -0.76882
C -4.33171 -4.18715 -0.38592
H -1.60373 -2.06908 -1.01545
H -1.98865 -3.62804 -1.68110
H 0.49761 -3.11216 0.09804
H 0.62509 -3.27077 -1.61525
H 0.17540 -4.61282 -0.77458
H -4.32673 -3.09934 -0.31698
H -5.28108 -4.44901 0.08123
H -4.27798 -4.46598 -1.43829
O 8.63711 -4.29234 -1.54365
S 7.45532 -4.19142 -0.68360
O 7.19357 -5.21751 0.29618
O 7.62430 -2.72359 -0.08275
C 6.64977 -2.42427 0.93513
C 6.17011 -1.01507 0.60957
C 5.92164 -4.06213 -1.64610
H 7.12923 -2.34673 1.91094
H 5.79082 -3.07852 0.78592
H 7.09154 -0.44466 0.72669
H 5.29085 -0.61762 1.11656
H 5.82804 -1.01102 -0.42535
H 5.87703 -4.93508 -2.29730
H 5.90655 -3.17584 -2.28042
H 5.11181 -4.20013 -0.92970
O -0.70605 1.25730 -7.69414
S 0.07963 2.45049 -7.18385
O 1.17967 3.03462 -7.98908
O -0.99316 3.70353 -6.84484
C -2.34299 3.41349 -6.36861
C -2.34001 3.48570 -4.90908
C 0.72208 2.19961 -5.40495
H -2.69129 2.44576 -6.72957
H -3.03670 4.15065 -6.77291
H -3.34140 3.34372 -4.50269
H -2.04141 4.50352 -4.65809
H -1.76826 2.76025 -4.33035
H 0.80528 3.18500 -4.94648
H 1.69288 1.70650 -5.45490
H -0.06070 1.66659 -4.86527
O 5.48374 5.18670 4.92601
S 4.59209 4.96526 3.77258
O 4.02872 6.10730 2.99729
O 5.48297 4.13243 2.57010
C 6.44225 3.21171 3.05276
C 6.68163 2.30445 1.86851
C 3.24965 3.74978 4.10199
H 6.10482 2.65160 3.92484
H 7.41269 3.69261 3.17557
H 6.93493 2.83289 0.94944
H 5.72211 1.87085 1.58671
H 7.41723 1.51661 2.03066
H 3.70448 2.85460 4.52611
H 2.61680 3.61462 3.22487
H 2.58315 4.24229 4.81001
C -1.90966 2.36196 6.77309
C -3.17909 2.08594 6.44621
C -3.56650 1.70396 5.06245
O -4.76455 1.42765 4.86101
C -2.47471 1.89136 4.11808
C -1.15533 2.10483 4.39523
C -0.75238 2.31430 5.81211
O 0.41159 2.54917 6.11710
H -1.71981 2.62572 7.80304
H -3.93222 2.08866 7.22029
H -2.71234 1.65952 3.09037
H -0.40405 2.10419 3.61935
C 2.61720 3.96435 -1.03707
C 3.90387 3.39244 -0.89360
C 4.94695 3.63125 -1.90056
O 6.09795 3.10406 -1.75428
C 4.52663 4.37265 -3.07804
C 3.24785 4.82873 -3.21737
C 2.15645 4.67555 -2.26526
O 0.98002 5.08997 -2.59695
H 1.97599 3.81303 -0.18129
H 4.12801 2.78333 -0.03038
H 5.29500 4.51943 -3.82266
H 3.04771 5.17614 -4.22019
C 0.36598 -4.91910 2.77453
C 1.59195 -4.36723 2.51201
C 2.88862 -4.77806 3.17239
O 3.97955 -4.27561 3.01632
C 2.60332 -5.88912 4.14525
C 1.40786 -6.42905 4.42983
C 0.17264 -5.97813 3.74492
O -0.93589 -6.35696 4.03487
H -0.49545 -4.58047 2.21804
H 1.65993 -3.62069 1.73454
H 3.42619 -6.24303 4.74861
H 1.32313 -7.20237 5.17897
C -1.16587 -2.00138 -6.50870
C -2.29517 -1.79831 -7.21893
C -3.41409 -0.90346 -6.75454
O -4.55451 -0.82116 -7.26988
C -3.00375 -0.21737 -5.56021
C -1.79995 -0.24820 -4.95723
C -0.80560 -1.25851 -5.30851
O 0.11270 -1.61218 -4.51119
H -0.41278 -2.74234 -6.73285
H -2.62757 -2.52937 -7.94106
H -3.71515 0.39085 -5.02135
H -1.64125 0.14640 -3.96450

***

Record 8
46
Properties=species:S:1:pos:R:3 method="wB97M-V/def2-TZVPD" spin_multiplicity=5 orbital_gap_ev="7.8 / 7.9" total_charge=0
Mn -3.17699 0.70797 0.37048
Cl -2.15200 -6.18948 0.54542
C -2.33549 -4.50667 0.91688
C -2.74891 -3.63670 -0.06694
C -2.87629 -2.30579 0.26531
Cl -3.38693 -1.16168 -0.97523
C -2.62378 -1.76871 1.53617
O -2.74247 -0.50340 1.82001
C -2.20273 -2.71268 2.49196
Cl -1.82955 -2.14958 4.07244
C -2.05983 -4.05081 2.19433
H -2.95939 -3.98865 -1.06715
H -1.72946 -4.74036 2.95804
C 1.74151 4.40838 2.03747
C 1.73795 4.37814 0.65299
C 1.03223 3.39311 -0.02304
C 0.33498 2.43524 0.69158
C 0.32434 2.47279 2.07906
C 1.03151 3.45388 2.75050
As -0.66144 1.00066 -0.16993
C 0.59522 -0.42902 0.12573
C 0.76381 -1.15985 1.28978
C 1.73661 -2.14452 1.33154
C 2.52237 -2.39178 0.21451
C 2.34642 -1.66717 -0.95107
C 1.37542 -0.67787 -1.00927
C 1.04910 0.17611 -2.18593
C 1.65391 0.12559 -3.43379
C 1.22656 0.97094 -4.44238
C 0.19078 1.86872 -4.22773
C -0.42431 1.92822 -2.98745
C 0.01331 1.09551 -1.97037
H 2.29140 5.17928 2.56176
H 2.28631 5.12414 0.09194
H 1.04387 3.38159 -1.10601
H -0.24903 1.74341 2.64169
H 1.01960 3.47923 3.83247
H 0.14194 -0.96863 2.15771
H 1.88086 -2.72410 2.23419
H 3.27946 -3.16438 0.25345
H 2.96746 -1.88162 -1.81274
H 2.45779 -0.57419 -3.62839
H 1.70317 0.92699 -5.41329
H -0.13576 2.51956 -5.02830
H -1.23214 2.63036 -2.81423
O -3.22138 2.09782 1.19584

***

Record 9
36
Properties=species:S:1:pos:R:3 method="wB97M-V/def2-TZVPD" orbital_gap_ev=7.8 total_charge=0
O -4.25291 1.27701 -0.01338
S -2.98916 0.70217 0.51582
O -2.77979 0.99311 1.90151
N -3.12870 -0.96007 0.13430
H -4.08694 -1.43242 -0.20451
C -2.43976 -1.87261 1.04708
C -1.83572 -3.04200 0.35919
H -1.04127 -3.43580 0.67394
H -2.55865 -3.57944 -0.26908
S -0.87811 -2.38684 -1.34178
C 0.39844 -1.31861 -0.67708
N 1.29975 -0.92109 -1.51691
C 2.29615 -0.63872 -0.61969
C 3.49018 0.31402 -0.63902
C 4.09240 0.66490 0.33633
C 3.50347 0.43529 1.86156
C 2.42149 -0.38004 1.97766
C 1.71913 -0.72458 0.86674
O 0.69104 -1.25483 0.58538
H 1.94148 -0.34061 3.02294
H 4.05807 0.83955 2.50617
H 4.91634 1.31348 0.52731
H 3.86876 0.50229 -1.60463
H -3.02525 -2.17706 1.99271
H -1.61716 -0.97940 1.19409
C -1.58910 1.23816 -0.36510
C -1.61865 0.86146 -1.72692
C -0.45856 1.60363 -2.44666
C 0.48945 1.96880 -1.61652
C 0.54737 2.12901 -0.28158
C -0.60567 1.87742 0.29192
H -0.73026 1.84885 1.28624
H 1.38016 2.63832 0.19841
H 1.43011 2.18400 -2.28897
H -0.47188 1.24042 -3.47946
H -2.43630 0.81222 -2.18800

***

Please write out number 2 again, unchanged.
10
Properties=species:S:1:pos:R:3 method="wB97M-V/def2-TZVPD" orbital_gap_ev=8.4 total_charge=0
C 1.97493 0.09245 -1.02549
C 1.15658 -0.20026 -0.20272
C 0.19889 -0.49744 0.83596
O -1.46007 1.56969 0.43103
S -2.92021 -0.80145 -0.26461
S -1.29460 0.19978 -0.01162
H 2.43768 0.51024 -1.86023
H 0.49596 0.56435 2.25319
H -0.00863 -1.55273 1.10170
H -0.58053 0.11537 -1.25720